Record 1
{
  "formula": "C4H5N3O",
  "method": "the ωB97M-V functional and the def2-TZVPD basis",
  "homo_energy_ev": -8.4975,
  "smiles": "[H]/N=c1\\occn1N=C",
  "e_tot_ha": -394.79063,
  "e_above_lowest_kcal_mol": 111.0,
  "homo_lumo_gap_ha": 0.349,
  "multiplicity": 1,
  "species": ["C", "C", "C", "C", "H", "H", "H", "H", "H", "N", "N", "N", "O"],
  "coordinates": [[1.0510, -1.3675, -1.7483], [0.4717, 0.1178, 1.5912], [-0.3597, 1.1307, 1.9200], [-0.7335, 0.5252, -0.2164], [1.9495, -1.7867, -2.2405], [-0.0367, -1.1430, -2.2157], [1.1664, -0.4980, 2.3292], [-0.8240, 1.4147, 2.9686], [-2.0308, 0.9554, -1.4299], [1.3308, -0.8610, -0.5515], [0.3816, -0.1178, 0.1566], [-1.2917, 0.1194, -1.2422], [-1.0745, 1.5108, 0.6788]],
  "atomic_forces_ev_per_a": [[-1.65, 2.44, 1.82], [1.71, -0.55, 0.81], [-1.26, -0.77, 0.12], [0.79, 0.16, 0.52], [-0.92, 0.04, 0.28], [2.87, -0.84, 0.83], [-1.64, 1.47, -2.08], [1.22, -0.27, -2.79], [1.52, -2.72, 0.06], [-0.89, -0.89, -1.81], [2.07, -0.74, 3.68], [-4.57, 3.69, -2.94], [0.74, -1.01, 1.50]],
  "nbo_charge": [-0.1478, -0.0736, 0.0103, 0.6546, 0.2015, 0.2476, 0.2545, 0.2449, 0.3489, -0.2418, -0.2906, -0.7276, -0.4810]
}



Record 2
{
  "formula": "C3H4FNS",
  "method": "the ωB97M-V functional and the def2-TZVPD basis",
  "homo_energy_ev": -8.4629,
  "e_tot_ha": -669.40100,
  "e_above_lowest_kcal_mol": 61.6,
  "homo_lumo_gap_ha": 0.336,
  "multiplicity": 1,
  "species": ["C", "C", "C", "N", "F", "S", "H", "H", "H", "H"],
  "coordinates": [[-1.3827, -0.2892, -0.1489], [0.4445, -0.4953, 1.2982], [0.4977, 0.6570, -1.3325], [-0.8299, -0.5877, 0.8827], [0.1668, 1.9663, -1.3403], [1.6327, 0.1025, -0.2176], [-2.3905, -0.3488, -0.4867], [0.5764, 0.2437, 2.0855], [0.8708, -1.4537, 1.5672], [0.4141, 0.2052, -2.3077]],
  "atomic_forces_ev_per_a": [[2.49, 0.84, -1.33], [1.38, 0.31, 0.30], [-1.71, -1.14, 1.24], [-1.37, -0.21, 0.04], [0.05, 0.42, -0.11], [-0.29, -0.07, -0.01], [-0.64, -0.03, -0.05], [-0.04, -0.06, 0.00], [0.06, -0.11, 0.07], [0.07, 0.05, -0.15]],
  "nbo_charge": [0.1533, -0.2812, -0.0649, -0.3793, -0.3609, 0.0969, 0.2007, 0.2253, 0.2248, 0.1855]
}



Record 3
{
  "formula": "C42H53N6O4PSSiTi",
  "method": "the ωB97M-V functional and the def2-TZVPD basis",
  "homo_energy_ev": -12.6434,
  "charge": 2,
  "e_tot_ha": -4139.86772,
  "e_above_lowest_kcal_mol": 0.0,
  "homo_lumo_gap_ha": 0.206,
  "multiplicity": 1,
  "species": ["Ti", "C", "Si", "C", "C", "N", "C", "C", "C", "C", "C", "C", "O", "C", "C", "C", "C", "C", "C", "H", "H", "H", "H", "H", "H", "H", "H", "H", "H", "H", "H", "H", "H", "H", "H", "H", "H", "O", "S", "O", "N", "C", "C", "C", "C", "C", "C", "C", "C", "N", "C", "C", "C", "C", "C", "C", "C", "H", "H", "H", "H", "H", "H", "H", "H", "H", "H", "H", "O", "P", "N", "C", "C", "C", "C", "N", "C", "C", "C", "C", "N", "C", "C", "C", "C", "H", "H", "H", "H", "H", "H", "H", "H", "H", "H", "H", "H", "H", "H", "H", "H", "H", "H", "H", "H", "H", "H", "H", "H"],
  "coordinates": [[-18.1384, -10.2489, 3.6349], [-19.6463, -6.9918, 5.1652], [-20.8428, -8.4022, 4.6073], [-21.6393, -8.8910, 6.2087], [-22.0425, -7.7165, 3.3919], [-20.0553, -9.7227, 3.6886], [-20.9262, -10.6841, 3.1582], [-21.6960, -11.4112, 4.0503], [-23.0012, -11.8245, 3.6705], [-23.3222, -11.8544, 2.3213], [-22.3998, -11.4571, 1.3666], [-21.2014, -10.8530, 1.7205], [-20.2358, -10.3901, 0.8027], [-20.2706, -10.9246, -0.4873], [-20.2041, -12.2974, -0.6507], [-20.0060, -12.7980, -1.9422], [-20.0992, -11.9660, -3.0579], [-20.2808, -10.5723, -2.8991], [-20.3554, -10.0373, -1.6252], [-20.2010, -6.0907, 5.4878], [-19.0062, -6.6987, 4.3256], [-18.9912, -7.3971, 5.9417], [-22.4973, -9.5167, 5.9691], [-21.9441, -7.9868, 6.7197], [-21.0245, -9.5303, 6.8905], [-21.5676, -7.4775, 2.3877], [-22.4672, -6.8333, 3.8164], [-22.8923, -8.3500, 3.1047], [-21.3653, -11.3741, 5.1013], [-23.6851, -12.0888, 4.4669], [-24.3337, -12.2676, 2.0652], [-22.7772, -11.4278, 0.3276], [-20.3927, -12.9247, 0.1796], [-19.8508, -13.8790, -1.9844], [-19.9491, -12.3878, -4.0547], [-20.5405, -9.9874, -3.7903], [-20.4632, -8.9364, -1.4689], [-17.2120, -6.6629, 2.5882], [-16.7808, -8.0055, 2.6443], [-17.6581, -8.9663, 1.8343], [-16.8104, -8.8043, 4.0574], [-16.5703, -8.5022, 5.4032], [-15.7462, -7.4537, 5.9418], [-15.7002, -7.3854, 7.3741], [-16.2810, -8.3426, 8.1688], [-17.1014, -9.3306, 7.6281], [-17.6714, -10.4590, 8.3206], [-18.4173, -11.4500, 7.6335], [-18.4682, -11.4116, 6.2644], [-17.8959, -10.3680, 5.5363], [-17.2335, -9.3770, 6.2072], [-15.0726, -8.1008, 1.9928], [-13.9511, -7.9628, 2.8613], [-12.7785, -8.5950, 2.5470], [-12.7232, -9.2290, 1.2729], [-13.7740, -9.2167, 0.3755], [-14.9789, -8.5513, 0.7210], [-15.3698, -6.6296, 5.2508], [-15.1134, -6.5416, 7.8583], [-16.2836, -8.1288, 9.1853], [-17.6842, -10.4071, 9.4277], [-18.9893, -12.2360, 8.1499], [-18.9133, -12.2439, 5.7348], [-14.1391, -7.3154, 3.7561], [-11.9897, -8.6632, 3.2573], [-11.7782, -9.6802, 1.0351], [-13.6629, -9.5953, -0.6611], [-15.8524, -8.4134, 0.0662], [-17.3656, -11.9632, 3.1098], [-16.6441, -13.2896, 2.9672], [-17.7675, -14.5043, 2.9539], [-19.2476, -14.3470, 2.8387], [-19.7233, -15.7258, 2.2601], [-18.5874, -16.6504, 2.7238], [-17.3463, -15.8533, 2.6024], [-15.5430, -13.6069, 4.2429], [-14.2150, -13.0818, 4.4020], [-13.7159, -13.7311, 5.6516], [-14.9099, -14.0912, 6.5110], [-16.0426, -14.2296, 5.4902], [-15.8461, -13.0930, 1.5494], [-14.7553, -13.9400, 1.0298], [-14.9593, -13.9344, -0.5021], [-15.6434, -12.5503, -0.8078], [-16.2241, -12.1230, 0.5403], [-19.4566, -13.4878, 2.1359], [-19.7093, -14.2425, 3.8269], [-19.7423, -15.6893, 1.1412], [-20.7612, -16.0394, 2.4705], [-18.5749, -17.6453, 2.1826], [-18.7795, -16.8924, 3.7672], [-17.0401, -15.8314, 1.5509], [-16.5916, -16.2012, 3.3100], [-14.2619, -11.9686, 4.5206], [-13.6065, -13.3000, 3.5171], [-12.9188, -13.1450, 6.0989], [-13.1812, -14.6755, 5.3579], [-15.2533, -13.3779, 7.2246], [-14.7061, -15.0650, 7.0114], [-17.0259, -13.7485, 5.8402], [-16.3224, -15.3112, 5.2895], [-14.9182, -14.9310, 1.4150], [-13.8420, -13.5097, 1.3369], [-15.5889, -14.7702, -0.8376], [-14.0209, -14.1122, -1.0187], [-16.3770, -12.5604, -1.6552], [-14.8972, -11.8204, -1.1241], [-17.3519, -11.9931, 0.4895], [-15.8545, -11.1102, 0.9068]],
  "atomic_forces_ev_per_a": [[-2.21, 0.90, -3.96], [-0.02, -0.95, -1.08], [0.46, 1.55, 0.19], [0.29, -1.57, 0.05], [0.04, -0.49, -1.78], [4.07, -0.82, 0.33], [-0.22, -0.95, -2.28], [-1.55, 0.69, 0.25], [1.53, -0.36, 0.39], [-1.25, -0.74, 1.05], [-0.43, 0.75, -1.17], [0.86, 0.36, 1.07], [-1.31, -0.04, 1.06], [-0.27, 0.94, -1.34], [0.25, 1.25, -1.25], [-0.46, -0.16, 0.28], [0.71, 0.07, 0.18], [-0.75, -1.03, -0.17], [0.28, 0.01, 1.67], [0.21, -0.64, 0.05], [-0.05, 0.16, 0.12], [-0.16, 0.41, 0.24], [-0.38, 0.18, 0.21], [-0.13, 0.13, 0.19], [-0.19, 0.70, -0.42], [-0.26, -0.02, 1.31], [-0.29, 0.87, 0.14], [0.18, -0.16, 0.36], [-0.51, -0.03, -0.49], [-0.10, -0.35, -0.27], [1.17, 0.71, -0.11], [0.77, -0.26, 0.50], [0.31, -0.70, 0.72], [-0.14, 0.34, -0.55], [-0.25, 0.16, 0.32], [0.57, 0.00, 0.49], [0.04, -1.15, -0.03], [-0.40, 0.90, 0.75], [0.65, -0.63, -1.81], [1.31, 0.10, 2.45], [-0.71, -0.15, -0.78], [2.40, 3.55, -0.84], [-1.87, -0.67, -0.61], [1.32, 1.06, -0.73], [-0.40, 1.25, -1.02], [-0.34, -2.55, -0.80], [-1.23, 1.05, 0.07], [0.63, 0.73, 1.32], [1.08, 1.81, -1.27], [-0.86, -2.28, 3.57], [-0.05, -1.39, 1.67], [-0.34, 0.07, 1.73], [-1.97, 0.55, 0.85], [-1.13, -0.16, -1.44], [0.24, 0.11, 0.88], [-0.20, 1.07, -1.02], [0.25, -1.08, -0.91], [-0.32, -1.33, 1.26], [-0.91, -1.22, -0.71], [0.21, -0.25, 1.87], [0.25, -0.40, -0.77], [0.65, 0.42, -0.12], [-0.24, 0.29, -0.40], [0.63, -1.13, -0.61], [0.72, 0.25, 0.14], [0.11, -0.37, -0.35], [0.05, 0.16, 0.91], [0.57, -0.66, 0.10], [-1.82, 2.01, 0.95], [1.73, -1.51, 0.28], [0.13, 1.30, 0.86], [-0.35, 0.02, -0.99], [0.47, 0.56, -1.46], [-1.82, -2.01, -0.15], [0.43, 0.19, -0.40], [-2.91, -0.53, -1.95], [0.12, 1.84, -0.75], [1.86, -1.25, -0.14], [-0.24, -1.29, -0.45], [-1.98, -1.12, -0.30], [0.39, -0.98, 0.62], [-1.79, -0.35, -0.70], [-0.42, 0.28, -0.08], [0.50, -0.52, -0.36], [-1.86, 2.56, 0.44], [-0.17, -0.82, 1.04], [0.11, 0.49, -0.15], [0.35, 0.16, 0.69], [0.66, 0.27, 0.64], [0.14, 1.24, 0.47], [0.12, -0.08, 0.24], [0.53, -0.36, 0.15], [0.32, -0.06, -0.47], [0.18, -0.60, -0.10], [0.01, 0.08, 0.28], [-0.20, 0.21, 0.38], [-0.63, 0.64, 0.26], [0.39, 0.71, 0.71], [-0.36, 0.83, -0.12], [1.42, -0.50, -0.38], [0.40, 1.15, 0.25], [0.56, -0.49, 0.28], [1.33, 0.19, 0.15], [-0.12, 0.26, 0.40], [0.17, 0.36, -0.06], [0.42, -0.30, 1.01], [0.15, -0.07, 0.10], [1.18, -0.33, 0.01], [-0.30, -1.01, -0.85]],
  "mulliken_charge": [-2.3332, -0.9487, -0.0278, -1.1009, -1.1368, 1.2501, 0.9511, -0.5580, -1.1311, -0.9349, -0.1126, 0.0438, 0.1003, 0.2290, 0.2656, -0.8203, -0.7275, -0.5502, -0.6637, 0.5836, 0.2199, 0.1622, 0.3764, 0.4708, 0.2406, 0.2418, 0.4835, 0.3397, 0.5737, 0.4844, 0.3777, 0.4683, 0.3718, 0.4155, 0.4090, 0.3879, 0.3882, -0.6925, 1.3152, -0.5036, 1.0280, 1.1484, -0.6786, -0.8743, -0.8286, 0.3069, -0.6215, -1.2258, -0.7592, 1.5552, 0.2386, 0.2642, -0.4586, -0.7386, -0.6060, -0.4367, -0.5634, 0.4164, 0.3841, 0.4852, 0.4741, 0.5288, 0.6456, 0.2998, 0.5322, 0.4722, 0.5384, 0.4680, 0.8614, -2.0886, 0.6876, 1.0470, -0.7915, -0.8268, -0.4602, 0.2095, -0.0341, -0.7794, -0.7069, 0.0634, 1.1368, -0.8308, -1.0144, -0.2469, 1.3653, -0.8410, 0.0625, 0.2081, 0.5049, 0.3847, 0.3142, 0.2162, 0.3427, 0.0867, 0.0739, 0.4394, 0.3218, 0.2751, 0.3061, -0.0556, 0.2225, 0.3914, 0.5182, 0.2637, 0.4664, 0.3455, 0.1885, -0.7644, -0.7664]
}



Record 4
{
  "formula": "C4H7BrN2",
  "method": "the ωB97M-V functional and the def2-TZVPD basis",
  "homo_energy_ev": -7.9503,
  "e_tot_ha": -2839.90886,
  "e_above_lowest_kcal_mol": 117.3,
  "homo_lumo_gap_ha": 0.267,
  "multiplicity": 1,
  "species": ["C", "C", "C", "C", "N", "N", "Br", "H", "H", "H", "H", "H", "H", "H"],
  "coordinates": [[0.1536, -0.9221, 0.8576], [0.2840, 2.1754, 0.3035], [0.4731, -2.4442, 0.6605], [-0.4875, 3.0088, -0.5994], [-0.7996, -0.4253, 0.1826], [-1.7563, 0.0311, -0.1965], [1.0994, 3.3261, 1.6053], [1.0109, -0.3805, 1.1854], [0.2907, -3.0252, 1.7257], [1.4596, -2.4249, 0.4372], [-0.1419, -2.9542, -0.1982], [-0.7650, 4.0003, -0.3129], [0.2515, 3.1290, -1.4566], [-1.4505, 2.4660, -0.7168]],
  "atomic_forces_ev_per_a": [[1.21, -3.24, -0.43], [0.95, 0.76, 0.99], [-4.73, -0.57, 2.07], [-0.42, -0.19, -0.43], [-0.44, 0.59, 1.19], [-0.75, 0.24, -1.07], [-0.03, -0.39, -0.14], [-0.18, 1.03, 0.01], [0.46, 1.24, -2.83], [3.12, -0.70, -0.73], [1.14, 1.01, 1.79], [0.16, 0.87, 0.49], [-1.25, -0.64, 0.26], [0.75, 0.00, -1.17]],
  "nbo_charge": [-0.2472, 0.0523, -0.6046, -0.8521, 0.0730, -0.0799, 0.0195, 0.2359, 0.2082, 0.2019, 0.2173, 0.2147, 0.2900, 0.2712]
}



Record 5
{
  "formula": "C2HClN2",
  "method": "the ωB97M-V functional and the def2-TZVPD basis",
  "homo_energy_ev": -9.7966,
  "smiles": "C#C/N=N\\Cl",
  "e_tot_ha": -646.34088,
  "e_above_lowest_kcal_mol": 89.0,
  "homo_lumo_gap_ha": 0.326,
  "multiplicity": 1,
  "species": ["C", "C", "N", "N", "Cl", "H"],
  "coordinates": [[0.5873, -1.5226, -0.7515], [0.2694, -0.4044, -0.3370], [0.5085, 0.8768, 0.0223], [0.0606, 1.8313, 0.5425], [-1.5790, 1.7174, 1.3898], [0.1534, -2.4984, -0.8662]],
  "atomic_forces_ev_per_a": [[-1.66, 1.03, 0.69], [0.89, 0.25, 0.36], [0.65, -1.64, -1.40], [-0.15, 0.89, 0.67], [-0.30, -0.42, -0.11], [0.57, -0.12, -0.21]],
  "nbo_charge": [-0.1625, 0.0678, -0.1112, 0.0515, -0.0902, 0.2446]
}